Record 1
DFT (wB97M-V/def2-TZVPD) results for a structure of composition C41H50CdGeN10.

Geometry as XYZ:
```
103
C41H50CdGeN10 wB97M-V/def2-TZVPD
Cd -0.1170 -0.6130 -0.3049
Ge 0.5810 1.8449 -0.2761
N -5.0149 -1.0243 -0.5292
N 0.5103 -2.8544 -1.2066
N 2.7261 0.9189 -4.3517
N 0.9046 0.0152 -3.1915
N 0.3659 -2.1454 1.4392
N -0.3994 -0.0784 -3.3920
N 2.3900 -0.4803 2.2196
N 1.3708 0.6842 -4.2002
N -2.4632 -0.9696 -0.3885
N 0.4785 1.0488 -5.0851
C -2.3721 4.5784 -2.8433
C -1.2590 4.0123 -3.4476
C 0.1161 -0.2731 5.1587
C -0.3806 3.2417 -2.6968
C 4.6158 1.1744 -1.3931
C 0.2444 3.8496 4.0297
C -0.5588 2.7687 3.7005
C 2.8201 3.2836 -1.5571
C 1.1757 4.3216 3.1121
C 0.1035 -3.4318 1.1574
C 0.4934 2.6282 1.5212
C -0.4922 -5.7086 1.7689
C -4.4432 -1.8621 -1.5792
C -0.1123 -4.4398 2.1341
C -0.6356 0.5726 -4.5339
C -1.7043 3.6120 -0.7434
C -2.9959 0.3879 -0.6708
C -2.5885 4.3828 -1.4853
C 1.2921 3.7194 1.8677
C -0.6463 -6.0221 0.4209
C 0.3174 -1.6256 2.7361
C 3.3211 1.0352 -0.9090
C -2.8973 -1.8867 -1.4655
C -0.8622 -1.1938 4.8047
C -0.7554 -1.8683 3.6043
C 1.9855 -2.6820 -1.1356
C -4.5801 -1.5210 0.7726
C -3.0352 -1.4455 0.8888
C 0.1719 -3.2278 -2.5872
C 5.0123 2.3753 -1.9707
C 1.1894 -0.0306 4.3195
C 3.2881 -1.6229 2.0589
C -0.4243 2.1601 2.4584
C 2.4016 2.0837 -0.9797
C 4.1124 3.4294 -2.0509
C 3.1577 0.7396 2.4340
C -4.5423 0.3477 -0.7027
C 1.3162 -0.6977 3.1018
C -0.5916 3.0151 -1.3390
C 0.0737 -3.8102 -0.2293
C -0.3423 -5.0845 -0.5647
H 0.1469 4.3249 4.9972
H 3.8002 0.8997 1.5681
H -2.5334 -2.8845 -1.2089
H 2.2754 -2.3641 -0.1381
H -2.7191 -0.7563 1.6753
H -1.0697 4.1749 -4.5016
H -0.6627 -6.4616 2.5260
H 4.4166 4.3683 -2.4961
H 0.0435 0.2621 6.0965
H -1.0418 1.2939 2.2283
H -5.0593 -0.9255 1.5503
H -4.7578 -1.4615 -2.5437
H 2.2753 -1.9188 -1.8569
H -1.7076 -1.3762 5.4543
H -2.4103 -1.5693 -2.3881
H 0.7035 -4.1346 -2.8933
H -1.5344 -2.5537 3.2991
H 1.8061 5.1644 3.3661
H 0.4960 2.8277 -3.1825
H -1.2825 2.3919 4.4127
H 2.0205 4.1030 1.1615
H 5.3143 0.3490 -1.3280
H -0.9582 -7.0150 0.1267
H 3.0162 0.0933 -0.4618
H 2.8191 1.6555 -5.0424
H -2.6007 -2.4239 1.1049
H 3.9011 -1.4817 1.1670
H -2.6260 1.0595 0.1058
H -0.8983 -3.3854 -2.6897
H 0.4722 -2.4197 -3.2437
H -1.8772 3.4901 0.3212
H -4.8579 -2.8670 -1.4893
H 2.7303 -2.5512 1.9592
H -3.0583 5.1822 -3.4227
H 2.1276 4.1146 -1.6374
H 3.7983 0.6786 3.3242
H -1.6070 0.6894 -4.9811
H 3.0907 1.2297 -3.4511
H 6.0183 2.4880 -2.3533
H 3.9612 -1.7184 2.9213
H -4.9297 -2.5486 0.8817
H 0.0309 -4.1935 3.1760
H -0.4095 -5.3849 -1.5989
H 2.4906 1.5944 2.5255
H -3.4417 4.8419 -1.0015
H 2.4890 -3.6229 -1.3795
H 1.9346 0.6939 4.6134
H -4.9237 0.7315 -1.6494
H -4.9667 0.9598 0.0941
H -2.5665 0.7243 -1.6161
```

Properties
Spin multiplicity: 2
Energy above the lowest of the compared OMol25 structures with the same formula, charge and spin in kJ/mol: 0.0
HOMO level (alpha / beta) in eV: -10.2 / -10.3
Gap between HOMO and LUMO (alpha / beta) in eV: 8.63 / 5.64
Expectation value of S²: 0.793
Total charge: +1

=====

Record 2
DFT (wB97M-V/def2-TZVPD) results for a cluster of 5 separate species, C41H50ClFO17 in total at a distorted geometry.

Geometry as XYZ:
```
110
C41H50ClFO17 wB97M-V/def2-TZVPD
Cl 1.6083 3.9180 2.5642
F 1.8783 -3.0599 1.8792
O -5.0373 -0.3413 -5.5942
O 9.4820 -1.8663 -3.0987
O -5.5493 0.6399 3.1433
O 2.3103 -0.8192 0.1275
O -2.7426 -2.0552 1.3929
O -2.9484 2.6533 1.1349
O 5.3948 3.6237 -3.4662
O -7.7577 0.8515 2.9101
O -6.5854 -0.3970 1.4378
O -1.9613 -0.8983 9.0799
O 3.5038 2.8727 -2.4941
O 5.2120 1.4716 -2.9188
O -2.7390 -1.0049 6.9659
O -0.5421 -0.8750 7.3288
O -2.9972 -0.3847 -6.5085
O 10.7298 -2.7813 -4.7068
O 9.2798 -1.1409 -5.2278
C 10.1094 -3.0224 -2.5121
C 4.5975 2.6763 -2.9219
C 0.0282 -2.5249 0.4957
C -0.7057 -1.1885 5.9399
C -3.7790 -0.8018 -5.7193
C -3.7238 -0.5175 -0.1072
C 2.2273 1.9993 -0.1399
C -1.3767 1.0226 0.4196
C 9.7807 -1.8587 -4.4247
C -0.2518 1.8069 0.2293
C 1.0647 -0.2124 0.2176
C 0.0013 -4.4720 2.0529
C -5.1721 1.5746 5.3587
C 0.4890 -3.0443 1.8665
C -6.6307 0.2962 2.4007
C 7.4992 0.6756 -3.1972
C -4.7800 1.5181 -0.9210
C -2.8296 -1.5531 4.5933
C 3.1261 2.1856 1.1043
C -5.7366 0.7430 -1.5842
C -4.6848 -1.2896 -0.7426
C 6.7055 3.0561 -3.6090
C -6.4874 1.4773 -4.9466
C -2.7310 1.6436 0.5129
C -0.0632 -1.0198 0.4144
C -5.9480 1.6676 4.0661
C 3.0822 3.6338 1.5824
C -5.6758 -0.6427 -1.4662
C -1.7677 -0.9226 7.9088
C -2.1345 -0.7706 5.6794
C -5.0612 1.0458 -5.1716
C 0.9854 1.1768 0.1113
C -2.5994 -1.0932 0.6743
C -7.1239 0.7821 -3.7440
C 10.5229 -2.7549 -1.0847
C 11.2604 -3.2554 -3.4639
C -7.4295 1.3900 4.1981
C -3.7929 0.8727 -0.1957
C -6.7952 1.4659 -2.3973
C -1.3027 -0.3746 0.5038
C 6.4086 1.5781 -3.7174
H 7.1979 3.4556 -4.4919
H 8.4690 0.9473 -3.6106
H -4.8063 2.5976 -0.9640
H 9.3938 -3.8474 -2.5515
H 2.7934 1.4864 -0.9032
H -0.5457 -2.2609 5.8010
H 7.5469 0.7179 -2.1076
H 9.6561 -2.7722 -0.4246
H -6.5138 2.5619 -4.8592
H 4.1521 2.0179 0.7753
H -3.4801 -1.6105 -5.0411
H -2.1950 0.3017 5.4723
H -7.6875 1.6713 -1.8104
H 7.2972 -0.3578 -3.4669
H -4.4775 1.1285 -4.2491
H -3.7815 -1.0880 4.3351
H -5.6537 2.1567 6.1445
H -5.0849 0.5369 5.6837
H 0.0138 -0.6368 5.3390
H -4.1596 1.9557 5.2242
H -0.3443 2.8805 0.1717
H -7.6546 0.6393 4.9597
H 6.1507 1.3070 -4.7440
H 2.8575 1.5013 1.9023
H 2.4475 -1.0651 -0.7949
H -7.0563 1.1782 -5.8287
H 11.2306 -3.5080 -0.7382
H 0.7189 -2.8636 -0.2767
H -8.0130 2.2864 4.3938
H -5.7719 2.6341 3.5867
H 7.2933 3.3073 -2.7228
H 11.5380 -4.3034 -3.5453
H 3.0624 4.3108 0.7374
H -6.7732 -0.2475 -3.7637
H 1.9208 2.9379 -0.5870
H -6.3408 2.4236 -2.6540
H 0.5005 -5.0946 1.3146
H 0.2217 -4.8227 3.0583
H -0.9324 -2.9755 0.2820
H -3.0500 -2.5681 4.9265
H -8.2044 0.7098 -3.8538
H -4.6443 -2.3656 -0.6573
H -2.2219 -1.5972 3.6905
H -4.5766 1.6360 -5.9461
H 0.1009 -2.3940 2.6506
H 12.1455 -2.6661 -3.2126
H 3.9479 3.8375 2.2058
H -6.4284 -1.2220 -1.9828
H 10.9754 -1.7671 -0.9947
H -1.0774 -4.4669 1.9157
```

Properties
HOMO level in eV: -8.9
Gap between HOMO and LUMO in eV: 8.64
Total charge: 0
Structure (SMILES): C[C@@H](F)Cc1c(O)c(CCCCl)cc2c1C(=O)c1ccc(CCCCOC=O)cc1C2=O.C[C@@H]1COC(=O)O1.C[C@@H]1COC(=O)O1.C[C@@H]1COC(=O)O1.C[C@@H]1COC(=O)O1

=====

Record 3
DFT (wB97M-V/def2-TZVPD) results for a structure of composition C41H51BF2IrN9O4 at a distorted geometry.

Geometry as XYZ:
```
109
C41H51BF2IrN9O4 wB97M-V/def2-TZVPD
Ir -0.0741 0.0677 0.5485
F -2.7298 1.2978 -2.5468
F -2.2679 2.8935 -1.1066
O -0.9821 3.8355 6.3687
O -1.1829 -6.0046 3.7868
O -1.6357 0.2181 2.4346
O -0.0288 -1.7913 2.0095
N 1.7945 -2.1362 -0.0727
N 0.5447 2.2129 1.2434
N 0.1531 3.9670 4.4401
N -1.4036 -1.3990 -0.4614
N 1.9218 -1.0259 0.6649
N -0.4843 1.8835 5.2794
N 0.9102 0.1858 -1.9206
N -0.6248 -2.4242 -0.8459
N 1.0192 -1.1254 -2.2105
C -0.7810 -0.4124 5.8731
C 1.6516 4.3725 2.6002
C 2.8200 -1.2757 1.6272
C 1.3973 2.3125 -3.3984
C 3.3050 -2.5726 1.4643
C -3.8867 -1.1411 0.1543
C -2.6790 -2.1768 8.6284
C 2.8864 2.6643 -3.2693
C -2.6215 -3.2610 -0.4620
C -0.4999 3.2427 5.4371
C 0.0595 2.6033 2.4212
C -2.8738 -2.8318 3.9910
C -1.3910 -4.7006 3.5531
C 3.8297 0.9509 2.1521
C 1.3929 -1.3027 -3.4831
C -4.9598 -1.4296 -0.9056
C -1.9130 1.2534 7.1797
C 0.5245 3.3788 -2.7397
C -0.8631 -2.5043 2.6326
C -3.7695 0.3751 0.3172
C 2.1299 3.9867 1.3643
C 1.2188 0.8556 -3.0472
C 1.5334 -0.0696 -4.0582
C -3.5014 0.0102 3.8654
C -2.0518 -1.9674 3.2487
C -0.0730 -6.6579 3.2052
C 2.1249 -0.0884 3.6981
C -1.9039 1.7001 -1.5837
C 0.6154 3.6333 3.1836
C -0.5853 -3.8921 2.7861
C -2.6310 -1.8799 -0.2232
C 1.5810 2.8767 0.7347
C -1.3377 -3.5532 -0.8614
C -2.1350 -1.0952 7.7501
C 3.2673 -0.3496 2.7167
C -1.3061 -1.4049 6.6704
C -2.5473 -4.1492 4.1635
C 2.6301 -3.0763 0.3733
C -2.4307 0.2487 7.9728
C -1.0590 0.9350 6.1241
C -2.3180 -0.5627 3.1151
B 0.8470 -2.3056 -1.2727
H -2.1601 2.2817 7.3789
H 4.7485 0.7622 1.6032
H -3.4522 -0.2327 4.9235
H -3.5146 1.0901 3.7446
H -4.6067 -1.0745 -1.8705
H -3.0756 0.5219 8.7937
H 2.4400 0.5851 4.4936
H 1.9744 2.5186 -0.2042
H 0.3268 4.9182 4.7414
H -0.5103 3.2860 -3.0619
H -5.1791 -2.4894 -0.9921
H 0.2963 -4.2493 2.2773
H 3.1967 2.6856 -2.2291
H 1.1376 -3.2980 -1.8454
H -0.8321 2.0994 2.7569
H -3.4383 -3.9452 -0.3606
H -4.4061 0.7349 1.1223
H 1.1623 2.3566 -4.4706
H 1.8267 0.1378 -5.0664
H -3.7831 -2.4576 4.4377
H -1.0624 -2.4360 6.4567
H -0.1520 -0.6810 5.0406
H -4.4208 -0.4021 3.4549
H 0.1126 1.4919 4.5635
H 2.0715 5.2214 3.1185
H -0.1092 -7.6769 3.5858
H 4.0672 -0.8647 3.2577
H -0.1513 -6.6777 2.1155
H -1.8778 -2.8443 8.9450
H 1.8211 -1.0313 4.1456
H 0.8629 4.3551 -3.0823
H -3.1548 -4.8151 4.7532
H -3.4103 -2.7823 8.0893
H 2.7023 -4.0280 -0.1084
H 1.5234 -2.2842 -3.8895
H -5.8768 -0.9063 -0.6446
H 3.4986 1.9299 -3.7861
H 4.0363 -3.0576 2.0743
H -4.0982 0.8611 -0.5952
H 0.8645 -6.1805 3.4991
H 3.1065 1.3886 1.4745
H -3.1587 -1.7625 9.5122
H 4.0357 1.6576 2.9548
H 1.2821 0.3405 3.1589
H -2.7457 0.6820 0.5341
H 2.9462 4.5205 0.9060
H 3.0655 3.6408 -3.7121
H 0.5611 3.3757 -1.6535
H -0.8595 1.6144 -1.8370
H -0.8940 -4.4837 -1.1472
H -4.2210 -1.5720 1.1068
```

Properties
Spin multiplicity: 2
HOMO level (alpha / beta) in eV: -9.9 / -9.8
Gap between HOMO and LUMO (alpha / beta) in eV: 3.92 / 3.89
Expectation value of S²: 0.763
Total charge: +1